Formula: C5H7NO
Source: the Open Molecules 2025 dataset
Level of theory: the ωB97M-V functional and the def2-TZVPD basis

Computed properties:
SMILES   C1=C[C@]2(CO2)NC1
Energy   -8834.237 eV
Energy relative to the best compared isomer or geometry (same formula, charge and spin)   189.65 kJ/mol
Lowest unoccupied orbital energy   1.1 eV
HOMO-LUMO gap   9.83 eV

Structure (XYZ):
```
14
Properties=species:S:1:pos:R:3:forces:R:3
C 1.56287 0.54297 0.16941 -0.06 0.04 -0.01
C 0.38095 1.04520 0.50325 0.11 -0.03 0.02
C -0.69679 0.13326 0.03934 0.09 -0.04 0.23
C -1.99332 0.01552 0.70247 -0.10 -0.11 0.27
O -1.86181 0.63988 -0.58453 -0.07 0.12 -0.20
N -0.04271 -0.98478 -0.58909 -0.08 0.04 -0.11
C 1.39858 -0.72547 -0.62828 0.19 -0.01 -0.01
H 2.53236 0.95190 0.43204 -0.13 -0.01 -0.10
H 0.17530 1.95047 1.06261 0.06 -0.13 -0.06
H -2.48141 -0.95765 0.72038 0.02 0.14 -0.12
H -2.26083 0.69473 1.51271 0.03 -0.10 -0.12
H -0.44749 -1.15577 -1.50127 0.03 -0.01 0.12
H 1.95625 -1.56184 -0.18810 -0.05 0.13 -0.02
H 1.77805 -0.58843 -1.65094 -0.05 -0.04 0.11
```
Positions in Å, forces in eV/Å.

***

Formula: C4H5LuN2O4S2
Source: the Open Molecules 2025 dataset
Level of theory: the ωB97M-V functional and the def2-TZVPD basis

Computed properties:
Energy   -70658.132 eV
Lowest unoccupied orbital energy   -12.3 eV
HOMO-LUMO gap   3.93 eV
Total charge   +2

Structure (XYZ):
```
18
Properties=species:S:1:pos:R:3:forces:R:3
O -1.72190 -1.41029 2.21573 -2.50 2.75 -4.63
S -2.68018 -0.65824 1.23207 -2.20 -0.60 6.28
O -4.17009 -1.05030 1.38530 5.74 1.79 -1.53
O -2.51371 1.01812 1.62896 1.56 -3.27 -2.46
C -2.11597 -0.85606 -0.58254 0.06 0.31 -0.94
C -0.79478 0.09989 -0.75283 1.03 0.04 0.64
S 0.52829 -0.64406 -1.91310 1.36 0.34 1.36
C 2.13832 -0.28282 -1.02654 1.19 -2.62 -0.25
N 3.40941 -1.08115 -0.83757 -4.91 7.04 1.22
N 4.16755 -0.20110 -0.03134 -3.80 4.61 0.44
C 3.44936 1.09403 0.27708 2.48 -4.62 -0.82
O 2.10301 1.05248 -0.35524 3.04 -2.64 -0.34
H -2.96420 -0.47342 -1.31451 1.68 -0.76 1.70
H -1.87436 -2.00672 -0.78872 -0.36 2.62 0.64
H -1.01665 1.20741 -1.05955 -0.17 -1.49 0.19
H -0.26939 0.14858 0.31701 -0.99 -1.00 -1.06
H 3.74917 2.04305 0.89282 -0.31 -2.02 -1.39
Lu 0.57611 2.00060 0.71297 -2.91 -0.47 0.97
```
Positions in Å, forces in eV/Å.

***

Formula: C15H26N2O3
Source: the Open Molecules 2025 dataset
Level of theory: the ωB97M-V functional and the def2-TZVPD basis

Computed properties:
SMILES   CCOCCCNC(=O)[C@H]1CC(=O)N(C2CCCC2)C1
Energy   -25100.907 eV
Energy relative to the best compared isomer or geometry (same formula, charge and spin)   9.46 kJ/mol
Lowest unoccupied orbital energy   0.8 eV
HOMO-LUMO gap   10.01 eV

Structure (XYZ):
```
46
Properties=species:S:1:pos:R:3:forces:R:3
C -0.76849 -3.55543 -0.81914 0.37 0.27 0.04
C 0.11559 -2.40141 -1.28057 -0.34 -0.14 -0.29
O 0.80544 -1.75330 -0.22748 0.15 0.15 0.12
C 1.85637 -2.49488 0.35796 0.13 -0.17 0.35
C 2.66824 -1.57892 1.27289 -0.11 -0.05 -0.51
C 3.41128 -0.49217 0.49875 0.17 -0.07 0.25
N 2.48459 0.46581 -0.05906 -0.18 -0.39 -0.02
C 2.71825 1.78732 -0.05613 -0.36 0.33 -0.31
O 3.73511 2.28854 0.38259 0.29 0.22 0.14
C 1.58234 2.64696 -0.61853 0.23 0.09 0.05
C 0.87569 2.03975 -1.82900 -0.04 0.02 -0.02
C -0.35800 1.34997 -1.25709 0.44 0.29 -0.12
O -1.06096 0.55789 -1.84975 -0.39 -0.32 -0.18
N -0.52816 1.78794 0.00648 0.19 0.14 0.16
C -1.64589 1.45245 0.86828 -0.18 -0.11 -0.03
C -3.00459 1.85630 0.25889 -0.09 0.10 0.09
C -3.95083 0.71720 0.62616 0.02 -0.01 -0.13
C -3.05472 -0.50996 0.49753 -0.07 -0.07 0.16
C -1.75005 -0.06209 1.15534 -0.02 -0.10 -0.08
C 0.45641 2.75955 0.42496 0.08 0.35 0.14
H -1.43285 -3.21891 -0.02727 -0.11 0.01 0.08
H -1.36784 -3.90198 -1.65594 -0.08 -0.08 -0.09
H -0.17355 -4.38892 -0.45160 -0.02 -0.12 0.04
H 0.83945 -2.75818 -2.02841 -0.04 0.08 0.04
H -0.49846 -1.61489 -1.72672 0.12 -0.16 -0.04
H 1.45252 -3.33234 0.94419 0.04 0.04 -0.11
H 2.50240 -2.90893 -0.43175 -0.04 0.00 0.05
H 3.39018 -2.18788 1.81782 0.00 -0.03 0.04
H 1.99270 -1.11335 1.99194 0.01 -0.01 0.12
H 4.09435 0.05782 1.15198 -0.05 -0.10 -0.13
H 4.00199 -0.95086 -0.30498 0.04 0.03 0.11
H 1.61215 0.07302 -0.38677 0.04 0.12 -0.02
H 2.01448 3.62608 -0.83214 0.00 -0.16 0.08
H 0.53385 2.81519 -2.51849 -0.02 -0.03 0.00
H 1.49228 1.34300 -2.39512 -0.08 -0.02 -0.01
H -1.47459 1.99724 1.80069 0.01 -0.05 -0.11
H -2.90430 1.90339 -0.82489 0.00 0.03 -0.01
H -3.34412 2.82620 0.62085 0.01 0.06 -0.04
H -4.29470 0.82709 1.65692 -0.07 -0.01 0.05
H -4.82047 0.67617 -0.02739 -0.10 0.02 0.04
H -2.87635 -0.71753 -0.55704 -0.01 -0.05 -0.04
H -3.47829 -1.39519 0.97038 -0.02 -0.08 -0.03
H -1.79571 -0.22646 2.23312 0.01 -0.02 0.04
H -0.88728 -0.59438 0.76157 0.04 0.01 0.12
H 0.02068 3.76754 0.43130 0.08 -0.06 0.05
H 0.81389 2.53557 1.43468 -0.03 0.05 -0.05
```
Positions in Å, forces in eV/Å.

***

Formula: CH3NO2S2
Source: the Open Molecules 2025 dataset
Level of theory: the ωB97M-V functional and the def2-TZVPD basis

Computed properties:
Energy   -28336.707 eV
Energy relative to the best compared isomer or geometry (same formula, charge and spin)   358.45 kJ/mol
Lowest unoccupied orbital energy (spin up / spin down)   -1.2 / -1.6 eV
HOMO-LUMO gap (spin up / spin down)   8.21 / 6.79 eV

Structure (XYZ):
```
9
Properties=species:S:1:pos:R:3:forces:R:3
C -0.56826 -1.15222 -0.36125 -1.00 -0.79 -0.43
N 2.02576 1.95012 -0.08293 -1.25 -0.65 -0.34
O 0.94792 1.43165 -0.11255 0.98 0.46 -0.08
O -2.70625 -0.54919 0.87848 -2.03 -1.10 1.38
S 2.98267 2.64100 0.92048 0.43 0.29 0.39
S -1.65865 0.14313 0.15688 1.59 1.27 -1.20
H 0.10432 -0.91221 -1.12374 0.82 0.87 -1.35
H 0.01410 -1.54147 0.40654 1.04 -0.33 1.91
H -1.14162 -2.01081 -0.68191 -0.58 -0.02 -0.29
```
Positions in Å, forces in eV/Å.

***

Formula: C2H8S4
Source: the Open Molecules 2025 dataset
Level of theory: the ωB97M-V functional and the def2-TZVPD basis

Computed properties:
SMILES   CSS.CSS
Energy   -45544.501 eV
Energy relative to the best compared isomer or geometry (same formula, charge and spin)   23.15 kJ/mol
Lowest unoccupied orbital energy   0.5 eV
HOMO-LUMO gap   9.60 eV

Structure (XYZ):
```
14
Properties=species:S:1:pos:R:3:forces:R:3
C 0.07982 -3.02020 0.16388 0.43 -0.76 -0.05
S -0.03009 -3.60683 -1.54254 -0.61 -0.14 0.17
S 0.48690 -2.02648 -2.68960 0.59 0.40 -0.18
H -0.62750 -2.25539 0.46050 -0.02 0.18 -0.24
H 1.11434 -2.77376 0.36497 0.06 0.45 0.15
H -0.12211 -3.92549 0.73750 -0.15 -0.01 0.11
H -0.64062 -1.30653 -2.72793 -0.31 -0.09 0.05
C -0.38048 2.08430 0.02688 0.97 0.18 -0.01
S 1.16148 2.85227 0.68105 -0.32 -0.04 0.17
S 0.58443 3.43690 2.56165 0.29 -0.54 0.11
H -0.14760 1.03662 -0.15389 -0.36 -0.11 0.28
H -0.55317 2.54272 -0.93809 -0.41 0.20 -0.07
H -1.17058 2.27298 0.75404 0.01 -0.24 -0.33
H 0.24519 4.68890 2.30159 -0.17 0.52 -0.16
```
Positions in Å, forces in eV/Å.

***

Formula: C6H12Cl6
Source: the Open Molecules 2025 dataset
Level of theory: the ωB97M-V functional and the def2-TZVPD basis

Computed properties:
SMILES   ClCCCl.ClCCCl.ClCCCl
Energy   -81551.666 eV
Energy relative to the best compared isomer or geometry (same formula, charge and spin)   33.18 kJ/mol
Lowest unoccupied orbital energy   0.7 eV
HOMO-LUMO gap   10.88 eV

Structure (XYZ):
```
24
Properties=species:S:1:pos:R:3:forces:R:3
Cl 1.49370 -0.14920 0.30374 0.33 -0.20 0.25
C 0.23074 0.42463 -0.78616 -0.78 -0.14 -0.06
C -0.76000 -0.64068 -1.21228 0.66 0.36 -0.79
Cl -1.69415 -1.35893 0.07750 -0.15 -0.07 0.41
H 0.71195 0.77112 -1.69822 0.02 0.31 0.15
H -0.31717 1.20764 -0.26891 0.24 0.19 -0.15
H -0.21668 -1.41311 -1.75634 -0.23 -0.20 0.13
H -1.44988 -0.14524 -1.89673 -0.05 -0.11 0.00
Cl -0.74199 -4.28857 1.51352 -0.47 -0.21 0.22
C 0.96972 -3.77142 1.42550 -1.16 -0.67 -0.13
C 1.60894 -4.49056 0.25520 0.95 0.32 -0.13
Cl 0.86275 -4.13495 -1.34113 0.13 0.22 0.32
H 1.34239 -4.07994 2.39874 0.61 0.02 -0.23
H 0.91863 -2.68989 1.35982 0.39 0.02 -0.29
H 1.61391 -5.57449 0.30036 -0.36 -0.01 0.49
H 2.66248 -4.20217 0.20359 -0.12 0.18 -0.19
Cl 0.99333 4.85885 -0.59955 0.15 -0.20 -0.25
C -0.23513 4.21373 0.49538 -0.51 0.37 0.94
C -1.65339 4.45890 -0.01696 0.73 -0.41 -0.29
Cl -2.18596 3.21078 -1.18275 0.03 -0.07 -0.10
H -0.12786 4.76896 1.42972 -0.02 0.16 -0.11
H -0.00594 3.18907 0.77827 -0.10 -0.14 -0.46
H -1.63839 5.39348 -0.56806 -0.33 0.14 0.19
H -2.38202 4.44198 0.78576 0.05 0.16 0.09
```
Positions in Å, forces in eV/Å.

***

Formula: C2H2N2O3
Source: the Open Molecules 2025 dataset
Level of theory: the ωB97M-V functional and the def2-TZVPD basis

Computed properties:
SMILES   O=c1nc(O)o[nH]1
Energy   -11226.702 eV
Energy relative to the best compared isomer or geometry (same formula, charge and spin)   202.96 kJ/mol
Lowest unoccupied orbital energy   0.3 eV
HOMO-LUMO gap   10.80 eV

Structure (XYZ):
```
9
Properties=species:S:1:pos:R:3:forces:R:3
O -1.63616 1.81280 0.36446 1.68 -2.88 0.12
C -0.90809 0.79949 0.31214 -0.96 5.64 1.90
N 0.42851 0.68212 0.74902 0.33 1.47 0.14
C 0.84815 -0.23978 0.01217 -1.12 -1.99 -2.26
O 2.00245 -0.68063 -0.29053 3.79 0.46 2.47
O 0.00486 -1.01041 -0.73092 -2.72 2.18 2.18
N -1.20290 -0.37963 -0.14662 -3.44 -5.44 -4.60
H 2.49062 -0.35462 0.51089 0.78 -0.42 -1.22
H -2.02746 -0.62935 -0.78062 1.65 0.99 1.29
```
Positions in Å, forces in eV/Å.

***

Formula: C12H30F2K3NO12P2S2
Source: the Open Molecules 2025 dataset
Level of theory: the ωB97M-V functional and the def2-TZVPD basis

Computed properties:
Spin multiplicity   2
Energy   -133643.871 eV
Lowest unoccupied orbital energy (spin up / spin down)   -3.9 / -4.0 eV
HOMO-LUMO gap (spin up / spin down)   3.91 / 7.43 eV
Total charge   +1

Structure (XYZ):
```
64
Properties=species:S:1:pos:R:3:forces:R:3
K 8.99286 24.28896 6.20447 -0.05 0.07 -0.25
K 12.86026 25.40256 5.55979 0.28 -0.50 0.17
K 12.65099 28.89100 4.61845 -0.07 0.29 -0.35
N 12.27055 26.49709 3.18564 -9.09 -0.69 5.86
S 10.70336 25.97654 2.59427 -3.21 1.54 3.86
O 10.03975 25.09536 3.55373 1.37 1.32 -0.26
O 10.45437 25.70125 1.24658 0.68 0.11 -0.92
F 10.05001 27.48003 2.82183 0.41 -1.63 0.10
S 12.93968 26.30299 1.93967 10.06 1.37 -9.83
O 12.95681 27.45461 1.02517 -0.59 -2.01 1.85
O 13.08448 24.98722 1.42749 -0.95 -0.36 -0.23
F 14.35435 26.43827 2.71214 1.32 0.58 0.16
C 18.72224 21.68619 -0.12959 -0.10 0.53 -1.74
C 18.54064 22.64162 -1.39594 0.29 -0.48 1.39
O 18.88517 24.00191 -1.07941 -1.65 2.41 2.05
P 17.82967 24.93315 -0.17084 1.88 -0.09 -1.74
O 16.39304 24.80147 -0.45462 0.51 -0.15 0.21
O 18.23633 24.61169 1.35458 -0.11 1.01 -1.18
C 17.20065 24.61869 2.34192 0.80 -3.05 0.73
C 17.81186 23.77819 3.52092 -0.28 2.00 0.13
O 18.43989 26.43757 -0.49515 -0.77 -3.72 0.12
C 17.87883 27.46929 0.23605 0.26 3.08 -0.02
C 17.74936 28.67462 -0.64215 0.21 2.60 -0.93
H 19.51418 22.09317 0.49914 -0.35 0.06 0.22
H 17.75706 21.52410 0.35027 0.19 0.38 0.40
H 19.05080 20.69396 -0.43880 0.04 0.02 -0.25
H 19.27007 22.44340 -2.18127 -0.38 -0.47 -0.03
H 17.50541 22.64541 -1.73705 0.14 -0.33 -0.28
H 16.83896 25.60521 2.63191 0.17 -0.06 -0.21
H 16.41729 23.94737 1.99010 -0.50 0.78 -0.39
H 18.66332 23.14734 3.26569 -0.52 -0.21 -0.51
H 18.24353 24.51379 4.19964 -0.08 -0.20 0.53
H 16.98699 23.24259 3.99086 0.34 -0.17 0.24
H 16.88125 27.52054 0.67230 -0.22 -2.03 0.19
H 18.59491 27.79327 0.99129 -0.05 -0.39 0.46
H 17.29325 28.67542 -1.63213 -0.27 -1.16 0.05
H 17.14277 29.42137 -0.12980 -0.16 0.04 0.35
H 18.66211 29.23792 -0.83627 0.51 -0.41 0.16
C 7.86308 23.92252 0.29358 0.96 -0.29 -1.53
C 8.29053 22.87817 -0.79059 -0.50 0.11 1.12
O 8.41643 23.30047 -2.16472 0.04 0.99 0.01
P 9.86998 23.43122 -2.83294 0.88 -2.41 -1.37
O 10.56162 22.03847 -2.79901 -1.15 4.47 -0.01
O 9.56206 23.99431 -4.39263 0.43 -0.88 1.83
C 10.21435 23.36505 -5.58701 -0.58 1.44 -0.40
C 9.75268 24.08379 -6.94971 0.68 -1.02 1.75
O 10.50946 24.74059 -2.03574 -2.73 -1.20 -0.78
C 11.90485 24.84129 -1.93287 1.63 -1.06 -0.56
C 12.51533 26.22404 -1.84194 -0.76 -0.06 -0.66
H 6.82437 24.24797 0.23642 0.14 0.06 -0.29
H 7.99403 23.36898 1.22339 0.13 0.25 0.21
H 8.57746 24.73864 0.18528 -0.36 0.25 0.52
H 9.23598 22.44720 -0.46121 0.00 -0.12 -0.13
H 7.50332 22.13221 -0.68128 0.25 -0.43 -0.90
H 11.28173 23.47522 -5.39557 -0.04 -0.39 -0.35
H 9.87700 22.33215 -5.67302 0.34 0.02 0.31
H 10.01667 25.13384 -7.07544 -0.41 0.08 0.63
H 10.30140 23.61408 -7.76603 -0.12 -0.47 0.07
H 8.69117 23.84972 -7.03042 0.03 0.49 -0.33
H 12.18620 24.18575 -1.10872 0.41 0.08 -0.07
H 12.25040 24.45098 -2.89013 0.77 -0.48 0.26
H 11.98658 26.86885 -1.13998 0.30 0.04 -0.08
H 13.58370 26.14404 -1.64122 -0.13 -0.14 0.51
H 12.48440 26.61435 -2.85920 -0.30 0.56 0.11
```
Positions in Å, forces in eV/Å.

***

What is the energy in the seventh record?
-11226.702 eV

***

Look up the energy of the third one.
-25100.907 eV

***

Which formula does entry 5 have?
C2H8S4